No. 1
DFT (wB97M-V/def2-TZVPD) results for C28H49N9PbS6 as an isolated structure.

Last column: natural (NBO) charge in e.
Geometry (Å):
Pb -0.35620 0.76776 1.01459  1.212
C 4.01853 -1.21885 -0.14511  -0.539
C 3.74245 -0.71147 -1.55802  -0.532
S 3.07005 0.97602 -1.66513  0.164
C 4.31395 1.94551 -0.76558  -0.539
C 3.73791 3.20442 -0.12049  -0.530
S 2.46024 2.95842 1.13827  0.209
C 3.48667 2.24120 2.44875  -0.538
C 2.67137 1.90514 3.68444  -0.539
S 1.39170 0.62044 3.55318  0.223
C 2.27059 -0.96960 3.62239  -0.535
C 3.31722 -1.25862 2.55497  -0.543
S 2.66780 -0.74436 0.95206  0.218
H 4.94944 -0.80593 0.24794  0.211
H 4.10681 -2.30530 -0.16606  0.243
H 2.96560 -1.32140 -2.02018  0.263
H 4.64478 -0.78352 -2.16375  0.234
H 5.08763 2.24681 -1.47222  0.235
H 4.77300 1.30649 -0.01348  0.220
H 3.28452 3.84936 -0.87524  0.227
H 4.54799 3.77086 0.34167  0.238
H 4.24723 2.97618 2.72124  0.232
H 3.97384 1.35175 2.05615  0.221
H 2.12888 2.78315 4.03895  0.240
H 3.33934 1.59847 4.49130  0.245
H 1.45334 -1.68822 3.54556  0.258
H 2.70152 -1.05590 4.62014  0.242
H 3.52215 -2.33031 2.54539  0.238
H 4.25331 -0.73606 2.76356  0.212
C -4.89161 1.22216 2.37634  -0.691
C -3.41741 1.36761 2.15815  0.254
N -2.63139 0.37754 1.91614  -0.367
N -3.18266 -0.86940 1.95767  -0.453
C -2.34134 -1.86826 1.81857  0.306
N -2.88924 -3.09320 1.96982  -0.781
S -0.64353 -1.84291 1.41632  -0.441
C -2.80477 2.71662 2.32086  0.162
C -3.59453 3.83505 2.55609  -0.233
C -2.98268 5.05367 2.81082  -0.139
C -1.60089 5.12708 2.82038  -0.248
C -0.88624 3.97075 2.54660  0.054
N -1.46984 2.80187 2.30167  -0.503
H -5.17840 0.18041 2.30724  0.270
H -5.44187 1.79625 1.62672  0.229
H -5.17746 1.60591 3.35728  0.243
H -3.82079 -3.16108 2.34467  0.411
H -2.29003 -3.89770 1.99067  0.406
H -4.67181 3.75628 2.55460  0.238
H -3.58219 5.93307 3.00665  0.239
H -1.08363 6.04924 3.04461  0.241
H 0.19868 3.98678 2.50754  0.212
N -0.48132 2.74866 -4.78900  -0.685
C 0.05236 2.09340 -3.51058  -0.027
C -0.31921 2.93893 -2.31041  -0.448
C -1.83416 3.12187 -2.15492  -0.043
N -2.11604 3.34511 -0.73893  -0.827
C -2.63385 1.90235 -2.65709  -0.430
C -1.87773 0.57449 -2.70473  -0.053
N -1.72392 0.05642 -1.33921  -0.894
C -0.49051 0.67793 -3.38194  -0.448
H -0.16031 3.71486 -4.87294  0.441
H -1.50347 2.75483 -4.79222  0.439
H -0.16716 2.23522 -5.61407  0.445
H 1.13270 2.06544 -3.64360  0.251
H 0.18144 3.91191 -2.33329  0.223
H 0.06700 2.40423 -1.43877  0.258
H -2.13456 3.98566 -2.76861  0.166
H -3.08778 3.59706 -0.59698  0.375
H -1.55659 4.10366 -0.36251  0.373
H -3.06583 2.10053 -3.64647  0.197
H -3.49940 1.77676 -2.00227  0.241
H -2.48017 -0.11353 -3.30605  0.203
H -1.29965 -0.87481 -1.38491  0.418
H -2.64499 -0.07896 -0.92754  0.382
H -0.49650 0.17109 -4.35098  0.230
H 0.23693 0.13754 -2.77594  0.273
C -2.03874 -7.10460 -2.23337  -0.660
C -0.89367 -6.32630 -1.67473  0.310
C 0.01187 -6.80024 -0.77679  -0.347
C 1.03009 -5.92570 -0.34176  0.341
N 1.13583 -4.67854 -0.76595  -0.491
C 0.24370 -4.20066 -1.65396  0.295
S 0.31022 -2.63319 -2.26472  -0.356
N -0.75378 -5.04183 -2.07889  -0.529
C 2.04242 -6.39000 0.65529  -0.658
H -1.89283 -8.16859 -2.06926  0.251
H -2.14893 -6.92632 -3.30359  0.239
H -2.96750 -6.80604 -1.74309  0.247
H -0.04074 -7.81995 -0.42590  0.242
H -1.38679 -4.65648 -2.76645  0.433
H 2.23287 -7.45797 0.56411  0.234
H 1.66386 -6.20340 1.66351  0.245
H 2.96683 -5.83102 0.53488  0.244

Charge: +2
Energy above the lowest of the compared OMol25 structures with the same formula, charge and spin (kcal/mol): 6.7

=====

No. 2
DFT (wB97M-V/def2-TZVPD) results for C28H50F3N3S as an isolated structure in a non-equilibrium geometry.

Last column: Löwdin charge in e.
Geometry (Å):
C -0.11194 -5.89919 2.41913  -0.059
C -1.42939 -6.66815 1.88006  -0.336
C -1.20178 -7.58167 0.57181  -0.051
N -2.60650 -6.49517 2.48414  0.071
C -3.48836 -5.94002 1.40318  -0.150
C -2.95028 -4.66595 0.67195  0.061
C -3.75808 -4.00008 -0.52334  -0.048
C -3.11755 -2.72021 -1.22625  -0.354
F -3.75803 -2.31981 -2.42241  0.060
F -1.74282 -2.98185 -1.58260  0.040
F -3.10118 -1.64387 -0.26112  0.043
C -5.11606 -4.62586 -0.93619  0.062
C -5.60074 -5.92145 -0.15972  -0.221
N -6.83498 -6.68320 -0.38208  -0.285
S -6.83981 -7.99520 0.70531  0.916
N -5.40309 -7.85304 1.62173  -0.240
C -4.83671 -6.65405 1.03760  -0.247
H 0.78185 -6.62701 2.53962  0.090
H 0.18511 -5.18050 1.55880  0.083
H -0.30639 -5.28277 3.35856  0.083
H -2.18558 -7.90257 0.06567  0.084
H -0.64797 -6.92002 -0.20270  0.091
H -0.61119 -8.53982 0.77976  0.089
H -1.95074 -4.17078 0.96712  0.113
H -5.76246 -4.18383 -1.76292  0.110
C 1.12663 1.78031 0.16105  -0.106
C 1.18675 0.28342 -0.10833  -0.265
C 0.03830 -0.48948 0.54195  -0.233
C -0.00983 -0.42914 2.06945  -0.220
C 1.24673 -0.92726 2.78106  -0.265
C 1.52184 -2.39254 2.49591  -0.116
H 1.20930 2.00387 1.22695  0.064
H 1.95173 2.28684 -0.34746  0.070
H 0.18983 2.20474 -0.21058  0.066
H 2.15193 -0.11221 0.22308  0.099
H 1.14630 0.12123 -1.19100  0.099
H 0.09282 -1.53578 0.22054  0.094
H -0.91282 -0.10704 0.15360  0.093
H -0.86652 -1.02377 2.40837  0.109
H -0.21196 0.59768 2.38995  0.104
H 1.11341 -0.79340 3.85980  0.107
H 2.11803 -0.32559 2.50681  0.095
H 0.67464 -3.00928 2.80770  0.054
H 2.40715 -2.72575 3.04340  0.074
H 1.70520 -2.57058 1.43319  0.068
C -2.57906 4.80963 -3.32634  -0.115
C -3.18168 3.61077 -4.04546  -0.273
C -3.79097 2.58239 -3.09105  -0.227
C -2.80190 1.92913 -2.12131  -0.222
C -1.62315 1.21129 -2.78164  -0.258
C -2.04960 0.04187 -3.65926  -0.094
H -1.75618 4.51723 -2.67049  0.064
H -2.18351 5.52452 -4.05308  0.069
H -3.33494 5.32283 -2.72591  0.075
H -2.42330 3.14271 -4.68047  0.098
H -3.96722 3.96690 -4.72072  0.104
H -4.29019 1.80668 -3.68226  0.101
H -4.58164 3.06552 -2.50483  0.110
H -3.35062 1.21217 -1.49920  0.106
H -2.41160 2.68581 -1.43304  0.098
H -0.96220 0.83284 -1.99436  0.074
H -1.02647 1.91486 -3.36967  0.103
H -2.60591 -0.69599 -3.07790  0.042
H -1.17075 -0.45106 -4.08287  0.077
H -2.67718 0.36986 -4.49177  0.071
C 4.28026 3.02046 2.26182  -0.115
C 5.66829 3.59396 2.01336  -0.270
C 5.77019 5.08363 2.34511  -0.230
C 4.87382 5.99944 1.50630  -0.230
C 5.08969 5.91171 -0.00594  -0.273
C 6.48897 6.33097 -0.43639  -0.115
H 3.52599 3.49761 1.63249  0.056
H 4.26981 1.95046 2.03568  0.067
H 3.98911 3.14696 3.30806  0.078
H 5.96200 3.41108 0.97520  0.099
H 6.38782 3.04929 2.63421  0.105
H 6.81477 5.39671 2.23887  0.100
H 5.52104 5.23060 3.40268  0.109
H 5.03902 7.03406 1.82897  0.109
H 3.82352 5.78175 1.72439  0.100
H 4.36303 6.56625 -0.49878  0.104
H 4.88189 4.89953 -0.36468  0.097
H 6.69803 7.35894 -0.12869  0.075
H 6.58117 6.27633 -1.52395  0.069
H 7.25483 5.68009 -0.00764  0.065

DFT total energy (Eh): -1958.68531

=====

Which formula does entry 2 have? C28H50F3N3S